(1)
DFT (the ωB97M-V functional and the def2-TZVPD basis) results for a molecular structure, C4H7NO3S at a distorted geometry.

Element x y z (Å)
C -0.47708 1.85006 -0.04720
C -0.80660 0.40784 0.34910
H -0.73288 1.92532 -1.11665
H -0.63008 0.15269 1.38972
H 0.98216 -2.38215 -0.33824
O 2.10942 -0.33684 1.60816
C 0.29177 -0.53330 -0.29938
N 0.11727 -1.87506 0.06314
C 1.91724 -0.10172 0.41858
S 2.87247 0.55892 -0.76402
H -1.85811 -1.33804 -0.19728
H -1.30477 2.50383 0.51375
H 0.23776 -0.53804 -1.48652
H 0.42574 2.08193 0.39444
O -1.11037 -2.29770 -0.41107
O -2.03397 -0.07776 -0.07654

Results
* E_LUMO: 0.2147 Eh
* relative energy (zero: lowest compared OMol25 entry of this formula, charge and spin): 164.9 kJ/mol
* HOMO level: 0.702 eV
* total charge: -2


(2)
DFT (the ωB97M-V functional and the def2-TZVPD basis) results for a molecular structure, C46H54ClN4O4Ru.

Element x y z (Å)
H -1.09193 -0.89786 3.25877
N 0.46208 1.05539 0.03242
H 5.59218 1.50639 -0.60906
C -3.78990 -1.73342 -3.01555
H -1.54884 6.12163 1.88019
H -4.72550 -2.00892 -3.48149
H 5.22914 -2.92276 0.08207
C -4.82149 2.07749 2.55422
H -0.58425 0.04529 5.51613
H 4.27775 -1.09550 -3.04818
C 0.63768 -4.03289 2.18037
H 6.35218 -0.06102 -2.00501
C 2.52832 0.12540 -0.43601
O -1.26761 0.74250 -2.76012
C 2.45878 2.52850 0.02927
N -3.29222 -2.65173 -2.11635
C 0.19158 -0.03735 4.76789
H 0.22168 5.95505 0.06162
C -0.09346 -0.56888 3.52083
H -5.79031 1.66584 2.84657
H 6.69525 -0.31702 -0.28441
H -0.69979 7.12558 -0.88209
H 3.13416 -4.73088 5.06964
H 6.74100 -1.67364 -1.40652
C 5.61324 3.69902 1.23030
C 2.42768 0.26138 4.03371
C -4.04017 -3.85231 -1.75734
H 5.10051 3.42884 2.15571
C 2.43658 -4.54137 4.26425
C 4.60377 3.89975 0.09175
C -3.14944 -0.58860 -3.27736
H -3.82393 3.86997 0.77056
C 1.79150 1.30542 -0.15526
C -1.88849 -0.28627 -2.60081
N 0.82622 -0.69133 2.56568
H -4.87405 -3.94300 -2.44814
H 4.64945 4.42671 -2.01809
C -2.96184 5.69108 -1.25421
C 1.10854 -4.23729 4.54827
Ru -0.01995 -0.94094 0.15964
C 1.48188 0.39291 5.03306
C 6.21617 -0.74723 -1.16644
H -6.25908 1.08460 0.42746
H 2.31044 -4.39233 0.87835
C 3.92596 0.19292 -0.62648
H 2.95984 5.27532 -0.31997
C -2.29991 6.24866 1.09808
C -1.78478 3.99372 0.15271
Cl 4.06229 0.77970 4.27679
O 1.87762 -1.03866 -0.44732
O -1.75758 -3.25654 -0.60883
C -2.11929 -2.34574 -1.49967
H -0.25441 5.57973 -1.60362
H 2.80170 -0.40159 2.02523
C 3.82307 2.60478 -0.12662
H 3.62623 -2.29616 0.49344
H -2.39479 7.31560 0.88287
H -3.25572 5.89977 1.49134
C -0.70685 -2.87283 0.29200
C 4.19965 -1.75800 -2.18329
C 4.52196 1.43397 -0.47863
H 1.90353 3.39318 0.34928
H 4.28994 5.96755 0.60712
H 5.07910 -1.54105 1.17170
H -3.56270 -0.36892 2.47919
C -1.75865 1.22324 0.68317
H 6.04559 3.48296 -1.49723
H -3.94166 5.33904 -0.92839
H -0.82027 -3.76308 3.74276
H 0.23421 3.74859 -0.48736
C 2.86375 -4.60292 2.94235
C 2.06723 -0.28742 2.81391
H -2.69587 5.14853 -2.16309
C 5.35126 4.26848 -1.19719
H -5.26166 -0.45073 1.99204
C -2.94867 1.94354 0.89420
H -3.54516 0.12807 -3.98008
H -4.13286 1.95960 3.39334
C -0.26111 -3.75471 1.13621
C 0.21422 -3.99462 3.52425
H 5.92465 5.18707 -1.05187
C -2.90987 3.30624 0.63100
H 1.75003 0.82399 5.98802
H -3.40674 -4.73182 -1.83786
C -0.57565 6.06051 -0.67760
H -5.43456 2.55439 -0.10547
N -1.41726 -1.28188 -1.73041
C -4.29420 1.33578 1.31636
H 6.17606 4.61952 1.40315
H 3.89763 -4.83438 2.71902
C -0.62415 3.27715 -0.04046
H 3.15151 4.87583 1.39625
H 0.77127 -4.19111 5.57615
H -4.41610 -3.78036 -0.73772
H -3.97304 -0.77213 0.81839
H 3.15857 -2.04938 -2.06828
C 4.65530 -2.01316 0.28129
C 4.73914 -1.06506 -0.92399
H 4.79386 -2.65178 -2.38996
H 6.32879 2.90814 1.00059
O -1.68313 -0.09432 0.84693
C -1.89647 5.48252 -0.16916
C -5.28760 1.50541 0.15546
C 1.98062 -4.35914 1.90852
H -4.92528 0.98820 -0.73630
C -4.25959 -0.15601 1.66919
C 3.68980 5.06686 0.46553
C -0.58716 1.90463 0.24268
H -4.95259 3.14515 2.37846
H -3.05157 6.75226 -1.49853

Results
* E_LUMO (spin up / spin down): 0.0194 / -0.0453 Eh
* relative energy (zero: lowest compared OMol25 entry of this formula, charge and spin): 0.0 kJ/mol
* 2S+1: 6
* HOMO level (spin up / spin down): -6.673 / -7.549 eV


(3)
DFT (the ωB97M-V functional and the def2-TZVPD basis) results for a single C5H12NO5P molecule at a distorted geometry.

Element x y z (Å)
O -1.10965 2.75100 0.58096
H -0.30165 4.59784 0.65461
C 1.65064 -1.00943 0.63378
O 0.40974 0.87529 0.31019
N 0.64409 -0.47433 0.03843
H 2.20312 -0.39396 1.31453
H -2.73633 1.16916 -2.95745
O -0.14063 -0.97351 -0.76380
C 1.04094 -3.12816 1.73550
H -2.62346 -0.09338 -1.69127
C 1.82443 -2.48886 0.58127
H 2.87992 -2.74722 0.65863
C -2.05916 0.58233 -2.33638
O -2.18297 0.44030 0.67036
H -0.30276 3.86082 -0.97354
C -0.15208 3.67840 0.09010
H -1.37999 -0.00422 -2.95701
H 1.38913 -2.74316 2.69312
O -1.29833 1.48906 -1.55384
H 1.43002 -2.85979 -0.36564
H -0.01950 -2.90124 1.63572
P -1.19443 1.27758 0.02020
H 1.16899 -4.20863 1.72592
H 0.85993 3.30411 0.25561

Results
* E_LUMO: 0.0316 Eh
* SMILES: CC/C=[N+](\[O-])OP(=O)(OC)OC
* relative energy (zero: lowest compared OMol25 entry of this formula, charge and spin): 0.0 kJ/mol
* HOMO level: -9.105 eV